Computed, not measured: a molecular structure, C17H58LiN13O15, with ωB97M-V with the def2-TZVPD basis set.

The geometry in ORCA input format:
```
! RIJCOSX wB97M-V def2-TZVPD def2/J DEFGRID3
* xyz 0 1
Li -3.33 -1.76 1.42
C -1.12 0.76 -0.84
C -2.07 -0.11 0.01
O -2.55 -1.14 -0.49
O -2.29 0.09 1.22
H -0.23 1.13 -0.33
H -1.59 1.64 -1.27
H -0.73 0.23 -1.71
C -0.72 -3.33 2.05
O -1.69 -2.73 2.23
N 0.03 -3.99 2.80
N -0.22 -3.42 0.87
H 0.75 -4.50 2.31
H -0.06 -4.09 3.80
H 0.63 -3.92 0.63
H -0.57 -2.64 0.32
C -1.23 0.21 5.16
O -1.92 1.22 5.27
N -1.05 -0.44 4.07
N -0.67 -0.32 6.14
H -1.60 -0.38 3.22
H -0.36 -1.18 4.09
H -0.01 -1.06 5.95
H -0.85 0.02 7.08
C -3.97 -3.63 -4.16
O -3.56 -4.75 -4.00
N -3.66 -2.67 -3.37
N -4.72 -3.18 -5.12
H -4.34 -1.93 -3.29
H -3.10 -2.95 -2.57
H -5.45 -3.80 -5.43
H -4.66 -2.22 -5.42
C 2.10 -2.30 -1.90
O 2.55 -3.17 -1.14
N 2.00 -1.05 -1.64
N 1.32 -2.75 -2.85
H 2.21 -0.68 -0.72
H 1.69 -0.45 -2.38
H 0.79 -2.10 -3.41
H 1.38 -3.75 -3.03
C -3.35 4.39 -0.56
O -3.42 3.58 0.34
N -4.25 5.30 -0.83
N -2.24 4.58 -1.23
H -4.95 5.37 -0.11
H -4.19 6.08 -1.46
H -1.46 3.96 -1.08
H -2.32 5.34 -1.90
C -0.84 0.10 -4.83
O 0.15 -0.49 -4.41
N -0.64 1.26 -5.33
N -2.10 -0.34 -4.92
H 0.30 1.28 -5.69
H -1.38 1.83 -5.73
H -2.37 -1.26 -4.61
H -2.76 0.20 -5.45
C 2.20 1.35 3.88
C 2.79 0.81 2.56
C 2.57 2.06 1.68
C 3.47 1.93 0.42
C 4.91 1.78 0.82
C 5.28 0.57 1.70
N 4.26 0.57 2.82
O 4.57 -0.28 3.77
C 5.29 -0.73 0.90
C 6.68 0.89 2.33
C 2.05 -0.37 1.90
H 2.63 2.32 4.11
H 2.38 0.75 4.77
H 1.16 1.60 3.69
H 1.55 2.29 1.39
H 2.82 3.04 2.10
H 3.66 2.89 -0.05
H 3.16 1.18 -0.31
H 5.23 2.73 1.24
H 5.56 1.86 -0.05
H 5.13 -1.65 1.46
H 4.56 -0.76 0.09
H 6.18 -0.80 0.28
H 6.64 1.22 3.36
H 7.46 0.12 2.28
H 7.27 1.53 1.67
H 2.39 -0.77 0.95
H 0.97 -0.21 1.80
H 1.98 -1.18 2.63
H 4.35 -1.12 3.38
O 1.05 2.30 -2.87
H 1.00 2.78 -3.70
H 0.25 1.79 -2.85
O -4.22 1.70 2.54
H -3.94 2.26 1.82
H -3.84 0.85 2.34
O -2.08 -3.74 -1.14
H -1.95 -2.80 -1.22
H -1.31 -4.05 -0.66
O 0.15 3.53 -0.65
H 0.87 3.15 -1.15
H 0.56 3.84 0.16
O -4.23 -3.81 0.43
H -4.94 -3.31 0.01
H -3.57 -3.92 -0.26
O -5.13 1.83 -1.95
H -4.36 1.84 -1.37
H -4.78 2.07 -2.81
*
```

Results
* orbital gap: 7.69 eV



Computed, not measured: a molecular structure, C24H43BrP2Tl, with ωB97M-V with the def2-TZVPD basis set.

The geometry in ORCA input format:
```
! RIJCOSX wB97M-V def2-TZVPD def2/J DEFGRID3
* xyz 1 1
Tl 1.76 3.26 -0.98
C 0.16 1.16 2.51
C -1.22 1.07 2.15
C -0.41 -1.07 2.36
C 0.66 -0.17 2.62
C -1.57 -0.30 2.07
C 0.94 2.38 2.73
H 0.35 3.28 2.51
H 1.86 2.40 2.11
H 1.26 2.45 3.78
C 2.04 -0.56 2.94
H 2.61 0.30 3.32
H 2.56 -0.94 2.05
H 2.06 -1.35 3.70
C -0.31 -2.54 2.37
H 0.31 -2.87 3.21
H 0.16 -2.91 1.45
H -1.30 -3.00 2.46
C -2.90 -0.86 1.75
H -3.38 -1.27 2.65
H -2.82 -1.68 1.02
H -3.55 -0.09 1.33
C -2.14 2.21 1.97
H -2.68 2.45 2.90
H -2.90 1.97 1.21
H -1.60 3.11 1.65
C 1.20 3.70 -5.45
C 0.88 4.58 -4.34
C -0.24 5.58 -4.47
C -1.64 4.98 -4.73
C -1.78 3.64 -4.06
C -1.07 2.52 -4.79
C -0.92 2.66 -6.29
C 0.26 3.58 -6.65
H 0.00 6.30 -5.27
H -1.87 4.89 -5.80
H -0.32 6.18 -3.54
H -0.11 4.56 -6.98
H 2.25 3.66 -5.76
H 1.71 4.96 -3.73
H 0.80 3.18 -7.52
H -0.71 1.68 -6.74
H -1.55 1.59 -4.52
H -1.87 2.99 -6.74
H -2.41 5.67 -4.33
H -2.84 3.39 -3.85
P 0.68 2.49 -4.10
P -1.24 -0.37 -2.66
C 0.80 0.64 -4.58
C -0.20 -0.46 -4.18
H 1.79 0.30 -4.27
H 0.85 0.66 -5.68
H -0.86 -0.71 -5.02
H 0.38 -1.38 -3.99
C -1.68 -2.16 -2.45
H -2.33 -2.29 -1.57
H -0.79 -2.78 -2.31
H -2.23 -2.54 -3.32
C -2.94 0.21 -3.09
H -3.28 -0.18 -4.05
H -3.00 1.30 -3.08
H -3.62 -0.17 -2.31
C 2.50 2.46 -3.58
H 2.87 3.41 -3.15
H 3.10 2.28 -4.47
H 2.67 1.64 -2.88
C -0.24 3.11 -2.61
H -0.57 2.33 -1.92
H -1.31 3.74 -3.01
H 0.14 4.05 -2.13
Br 0.66 0.09 -0.96
*
```

Results
* orbital gap (alpha / beta): 3.50 / 3.50 eV



Computed, not measured: 2 unconnected molecules or ions with the total composition C25H55BN2O8P2, with ωB97M-V with the def2-TZVPD basis set.

The geometry in ORCA input format:
```
! RIJCOSX wB97M-V def2-TZVPD def2/J DEFGRID3
* xyz 0 1
C 0.90 1.47 2.87
O 0.85 2.79 2.19
B -0.57 3.30 2.25
O -1.56 2.27 1.90
C -0.90 4.86 2.79
C 0.50 5.67 2.35
C 1.69 5.60 3.48
C 1.59 6.82 4.61
O 1.60 6.44 5.90
O 1.55 8.26 4.28
C -0.99 4.63 4.44
O -0.32 3.58 4.99
O -1.78 5.42 5.39
N -2.01 5.56 2.15
C -3.27 4.87 1.84
C -4.02 4.02 3.01
O -4.91 3.04 2.29
C -5.10 4.92 3.93
N -5.98 3.86 4.61
P -2.43 7.17 2.70
O -1.42 7.89 3.68
H 0.08 1.34 3.71
H 0.78 0.57 2.09
H 1.95 1.40 3.45
H -1.72 2.32 0.89
H 0.96 5.22 1.34
H 0.33 6.80 2.11
H 2.70 5.84 2.89
H 1.86 4.54 3.96
H 1.59 8.78 5.14
H -4.06 5.68 1.45
H -3.13 4.13 0.91
H -3.34 3.36 3.69
H -5.73 3.54 1.97
H -4.56 5.62 4.69
H -5.83 5.49 3.19
H -5.31 3.33 5.22
H -6.71 4.34 5.22
H -3.75 7.29 3.33
H -2.53 8.03 1.51
C -0.46 -4.26 1.42
C -0.63 -5.00 0.09
C 0.68 -5.56 -0.46
C 1.63 -4.54 -1.10
P 1.29 -4.00 -2.76
C 1.03 -5.48 -3.77
C 2.02 -6.65 -3.72
C 3.35 -6.50 -4.46
C 3.24 -6.00 -5.89
C 2.72 -3.22 -3.47
C 3.37 -1.98 -2.87
C 2.72 -0.64 -3.15
C 2.25 -0.42 -4.58
C -0.23 -3.12 -2.99
C -0.55 -1.71 -2.51
C -0.26 -1.39 -1.04
C -1.51 -1.32 -0.19
H 0.25 -3.43 1.34
H -1.42 -3.86 1.74
H -0.10 -4.94 2.19
H -1.11 -4.34 -0.63
H -1.32 -5.83 0.26
H 0.44 -6.33 -1.19
H 1.21 -6.06 0.36
H 2.61 -5.02 -1.15
H 1.78 -3.69 -0.44
H 0.87 -5.17 -4.80
H 0.06 -5.88 -3.44
H 1.51 -7.52 -4.16
H 2.23 -6.92 -2.68
H 3.84 -7.48 -4.47
H 4.03 -5.85 -3.89
H 2.64 -6.69 -6.49
H 4.24 -5.94 -6.34
H 2.80 -5.00 -5.94
H 2.56 -3.08 -4.54
H 3.50 -3.98 -3.40
H 4.39 -1.93 -3.27
H 3.48 -2.11 -1.79
H 3.44 0.16 -2.89
H 1.89 -0.49 -2.46
H 3.10 -0.44 -5.27
H 1.76 0.55 -4.67
H 1.53 -1.18 -4.90
H -1.04 -3.78 -2.65
H -0.37 -3.09 -4.09
H -1.60 -1.51 -2.72
H -0.01 -1.00 -3.14
H 0.23 -0.41 -0.98
H 0.45 -2.10 -0.61
H -2.14 -0.48 -0.51
H -1.25 -1.16 0.86
H -2.10 -2.23 -0.26
*
```

Results
* orbital gap: 4.89 eV



Computed, not measured: a molecular structure, C2H3FInO, with ωB97M-V with the def2-TZVPD basis set.

The geometry in ORCA input format:
```
! RIJCOSX wB97M-V def2-TZVPD def2/J DEFGRID3
* xyz 3 1
H -0.09 -0.78 -1.12
C -1.11 -0.36 -0.19
C -0.20 -1.05 0.70
O 0.95 -0.85 0.09
H -2.16 -0.41 0.14
F -0.73 0.97 -0.17
H -0.44 -2.06 1.05
In 1.65 0.94 0.39
*
```

Results
* orbital gap (alpha / beta): 6.02 / 6.60 eV



Computed, not measured: a molecular structure, C2H4N2S2, with ωB97M-V with the def2-TZVPD basis set.

The geometry in ORCA input format:
```
! RIJCOSX wB97M-V def2-TZVPD def2/J DEFGRID3
* xyz 0 1
C -1.16 -0.28 -0.02
C 0.26 0.21 -0.08
H -3.29 0.37 -0.10
H -2.31 1.79 -0.34
H -2.31 -1.84 -0.51
H 0.62 -2.09 0.14
N -2.20 0.71 0.39
N -1.37 -1.57 -0.23
S 1.48 -1.13 0.11
S 0.87 1.65 -0.09
*
```

Results
* orbital gap: 7.97 eV



Computed, not measured: a gas-phase ion, C3H10N3 (charge +1), with ωB97M-V with the def2-TZVPD basis set.

The geometry in ORCA input format:
```
! RIJCOSX wB97M-V def2-TZVPD def2/J DEFGRID3
* xyz 1 1
N -1.66 -0.63 -0.21
N -0.97 0.63 0.26
C -0.12 0.97 -0.81
C 1.01 -0.17 -0.88
N 1.15 -0.53 0.53
C 0.01 0.29 1.24
H -2.54 -0.18 -0.64
H -1.83 -1.31 0.48
H 0.22 2.00 -0.77
H -0.83 0.91 -1.71
H 0.40 -1.00 -1.37
H 1.88 0.07 -1.36
H 1.01 -1.51 0.70
H 2.08 -0.35 0.87
H 0.55 1.19 1.66
H -0.36 -0.37 1.99
*
```

Results
* orbital gap: 10.21 eV
* SMILES: NN1CC[NH2+]C1



Computed, not measured: C5H7NO2 in the gas phase, with ωB97M-V with the def2-TZVPD basis set.

The geometry in ORCA input format:
```
! RIJCOSX wB97M-V def2-TZVPD def2/J DEFGRID3
* xyz 0 1
C -2.88 -0.33 0.42
N -1.76 -0.13 -0.24
O -0.98 0.77 0.20
C 0.21 0.39 -0.61
C 1.33 1.22 -0.07
C 2.25 0.01 0.48
C 1.60 -1.15 0.22
O 0.56 -1.02 -0.54
H -3.67 -0.78 -0.11
H -3.14 0.20 1.49
H -0.14 0.59 -1.69
H 1.68 1.99 -0.73
H 0.95 1.97 0.75
H 2.99 0.24 1.47
H 1.91 -2.16 0.64
*
```

Results
* orbital gap: 9.85 eV
* SMILES: C=NO[C@H]1CC=CO1



Computed, not measured: 2 unconnected molecules or ions with the total composition C35H42N2O, with ωB97M-V with the def2-TZVPD basis set.

The geometry in ORCA input format:
```
! RIJCOSX wB97M-V def2-TZVPD def2/J DEFGRID3
* xyz 0 1
C -3.97 -4.89 -1.60
C -2.77 -3.94 -1.60
C -2.86 -3.05 -2.84
C -2.87 -3.05 -0.35
C -1.43 -4.71 -1.59
C -0.18 -3.96 -1.56
O -0.18 -2.70 -1.50
C 1.08 -4.71 -1.60
C 2.42 -3.93 -1.61
C 3.62 -4.89 -1.62
C 2.52 -3.05 -0.36
C 2.50 -3.05 -2.86
C 1.04 -6.09 -1.62
C -0.17 -6.78 -1.62
C -1.39 -6.09 -1.61
H -3.96 -5.53 -0.71
H -4.90 -4.32 -1.60
H -3.96 -5.52 -2.49
H -2.06 -2.31 -2.83
H -2.77 -3.66 -3.75
H -3.83 -2.54 -2.86
H -2.07 -2.30 -0.36
H -3.84 -2.54 -0.33
H -2.77 -3.67 0.55
H 3.61 -5.52 -2.51
H 4.55 -4.31 -1.62
H 3.62 -5.52 -0.73
H 1.73 -2.29 -0.37
H 2.42 -3.66 0.54
H 3.50 -2.54 -0.34
H 1.70 -2.31 -2.84
H 3.47 -2.53 -2.88
H 2.41 -3.66 -3.76
H 1.97 -6.66 -1.63
H -0.17 -7.87 -1.63
H -2.32 -6.67 -1.61
C -2.69 6.36 1.61
C -2.02 5.34 0.78
N -2.36 5.13 -0.51
C -3.38 5.87 -1.22
C -1.55 4.14 -1.08
C -0.61 3.74 -0.09
C 0.42 2.89 -0.47
C 0.40 2.33 -1.75
C -0.55 2.72 -2.70
C -1.54 3.66 -2.38
C -0.94 4.48 1.13
C -0.28 4.45 2.36
C 0.69 3.52 2.77
C 1.91 3.85 3.42
C 2.39 5.17 3.85
N 2.65 2.72 3.55
C 3.98 2.68 4.12
C 1.94 1.61 3.08
C 0.69 2.08 2.60
C -0.20 1.17 2.04
C 0.18 -0.17 1.94
C 1.44 -0.61 2.39
C 2.35 0.29 2.97
H -2.23 6.32 2.60
H -2.56 7.38 1.21
H -3.77 6.17 1.71
H -3.42 5.52 -2.25
H -4.36 5.72 -0.75
H -3.16 6.95 -1.20
H 1.21 2.67 0.24
H 1.16 1.59 -2.02
H -0.52 2.29 -3.70
H -2.28 4.02 -3.09
H -0.49 5.28 3.04
H 1.58 5.88 3.64
H 2.61 5.19 4.93
H 3.29 5.50 3.31
H 4.35 1.65 4.10
H 4.67 3.32 3.55
H 3.97 3.04 5.16
H -1.18 1.52 1.70
H -0.50 -0.90 1.49
H 1.71 -1.66 2.29
H 3.34 0.00 3.30
*
```

Results
* orbital gap: 1.85 eV